Computed, not measured: 3 unconnected molecules or ions with the total composition C14H29BrNO7, with wB97M-V/def2-TZVPD.

As for the HOMO energy: -3.211 eV. The LUMO energy comes out at 2.5 eV. The calculation puts the total energy at -100853.2794 eV.

```
! RIJCOSX wB97M-V def2-TZVPD def2/J DEFGRID3
* xyz -1 1
C -2.76 5.47 -0.94
C -3.49 4.95 -2.18
C -3.12 3.52 -2.53
O -1.77 3.49 -2.88
N -1.42 2.07 -3.12
C -0.17 1.91 -2.74
Br 1.23 1.46 -4.45
C 0.03 0.71 -1.83
C -0.49 1.05 -0.42
H -3.17 6.43 -0.64
H -2.87 4.78 -0.10
H -1.70 5.62 -1.15
H -4.58 4.99 -2.02
H -3.24 5.57 -3.04
H -3.74 3.18 -3.38
H -3.32 2.82 -1.70
H 0.23 2.84 -2.33
H 1.09 0.46 -1.80
H -0.53 -0.10 -2.29
H -0.94 2.04 -0.40
H 0.34 1.05 0.29
H -1.25 0.34 -0.10
C 0.11 -0.88 5.66
C -1.28 -0.28 5.59
O -1.69 -0.01 4.24
C -2.09 -1.08 3.55
O -2.17 -2.21 3.97
O -2.40 -0.68 2.32
C -2.78 -1.74 1.43
H 0.82 -0.24 5.14
H 0.42 -0.98 6.70
H 0.12 -1.86 5.19
H -1.30 0.70 6.08
H -2.02 -0.92 6.08
H -3.58 -2.33 1.86
H -1.92 -2.38 1.22
H -3.11 -1.27 0.51
C 4.05 -0.94 -1.88
C 3.25 -2.03 -2.54
O 3.89 -3.32 -2.41
C 3.77 -3.91 -1.23
O 3.16 -3.51 -0.27
O 4.44 -5.08 -1.28
C 4.43 -5.80 -0.05
H 5.07 -0.93 -2.26
H 3.59 0.03 -2.08
H 4.10 -1.08 -0.80
H 3.19 -1.85 -3.61
H 2.23 -2.08 -2.15
H 3.42 -5.94 0.32
H 5.02 -5.27 0.71
H 4.89 -6.76 -0.27
*
```

Electronic structure analysis, natural (NBO) charges in units of e: atom 1 (C): -0.606, atom 2 (C): -0.411, atom 3 (C): -0.046, atom 4 (O): -0.479, atom 5 (N): -0.362, atom 6 (C): 0.054, atom 7 (Br): -0.572, atom 8 (C): -0.446, atom 9 (C): -0.609, atom 10 (H): 0.187, atom 11 (H): 0.197, atom 12 (H): 0.216, atom 13 (H): 0.185, atom 14 (H): 0.199, atom 15 (H): 0.155, atom 16 (H): 0.150, atom 17 (H): 0.183, atom 18 (H): 0.196, atom 19 (H): 0.209, atom 20 (H): 0.215, atom 21 (H): 0.193, atom 22 (H): 0.195, atom 23 (C): -0.639, atom 24 (C): -0.068, atom 25 (O): -0.493, atom 26 (C): 0.984, atom 27 (O): -0.660, atom 28 (O): -0.484, atom 29 (C): -0.259, atom 30 (H): 0.215, atom 31 (H): 0.210, atom 32 (H): 0.228, atom 33 (H): 0.186, atom 34 (H): 0.190, atom 35 (H): 0.190, atom 36 (H): 0.195, atom 37 (H): 0.206, atom 38 (C): -0.645, atom 39 (C): -0.073, atom 40 (O): -0.494, atom 41 (C): 0.981, atom 42 (O): -0.652, atom 43 (O): -0.505, atom 44 (C): -0.254, atom 45 (H): 0.202, atom 46 (H): 0.247, atom 47 (H): 0.213, atom 48 (H): 0.208, atom 49 (H): 0.202, atom 50 (H): 0.195, atom 51 (H): 0.184, atom 52 (H): 0.187

---

Computed, not measured: 6 unconnected molecules or ions with the total composition C14H29N2O6, with wB97M-V/def2-TZVPD.

The value obtained for the energy above the lowest of the compared OMol25 structures with the same formula, charge and spin is 0.0 kcal/mol. As for the HOMO energy: 3.208 eV. The LUMO energy comes out at 5.5 eV. The calculation puts the total energy at -30239.3228 eV.

```
! RIJCOSX wB97M-V def2-TZVPD def2/J DEFGRID3
* xyz -3 1
N -0.23 0.02 1.14
H -0.29 -0.80 0.56
H -0.59 -0.27 2.08
H -0.66 0.87 0.73
H 0.79 0.14 1.49
C 3.05 0.49 0.16
C 3.37 1.06 1.54
O 2.29 1.13 2.33
H 2.28 1.04 -0.40
H 2.74 -0.57 0.20
H 3.88 0.38 -0.58
H 3.80 2.09 1.34
H 4.24 0.46 1.92
C -1.77 2.20 -1.19
C -1.68 3.22 -0.03
O -0.87 2.84 0.98
H -2.09 1.21 -0.82
H -0.82 2.10 -1.70
H -2.55 2.45 -1.94
H -2.71 3.48 0.34
H -1.30 4.14 -0.57
C 0.33 -3.87 1.34
C 0.08 -3.22 2.73
O 0.94 -2.23 3.01
H -0.20 -4.84 1.24
H 1.36 -4.06 1.04
H -0.12 -3.19 0.60
H 0.22 -4.07 3.48
H -1.02 -2.99 2.78
C -3.12 0.26 4.04
C -2.00 0.98 4.80
O -0.82 0.93 4.16
H -4.09 0.27 4.60
H -2.87 -0.77 3.77
H -3.39 0.80 3.13
H -1.97 0.61 5.87
H -2.35 2.05 4.93
C -0.14 0.58 -5.71
C -0.81 0.60 -4.49
C -0.25 -0.01 -3.38
C 0.95 -0.68 -3.53
C 1.65 -0.68 -4.72
C 1.10 -0.06 -5.83
N 1.42 -1.50 -2.42
O 2.31 -2.31 -2.65
O 0.94 -1.29 -1.33
H -0.63 1.08 -6.54
H -1.81 1.00 -4.41
H -0.81 -0.02 -2.46
H 2.61 -1.16 -4.88
H 1.62 0.09 -6.77
*
```

Electronic structure analysis, natural (NBO) charges in units of e: atom 1 (N): -0.960, atom 2 (H): 0.379, atom 3 (H): 0.488, atom 4 (H): 0.454, atom 5 (H): 0.512, atom 6 (C): -0.656, atom 7 (C): -0.003, atom 8 (O): -0.866, atom 9 (H): 0.178, atom 10 (H): 0.196, atom 11 (H): 0.131, atom 12 (H): 0.041, atom 13 (H): 0.047, atom 14 (C): -0.664, atom 15 (C): -0.009, atom 16 (O): -0.873, atom 17 (H): 0.170, atom 18 (H): 0.180, atom 19 (H): 0.145, atom 20 (H): 0.067, atom 21 (H): 0.041, atom 22 (C): -0.656, atom 23 (C): -0.010, atom 24 (O): -0.883, atom 25 (H): 0.132, atom 26 (H): 0.185, atom 27 (H): 0.162, atom 28 (H): 0.025, atom 29 (H): 0.060, atom 30 (C): -0.655, atom 31 (C): -0.008, atom 32 (O): -0.877, atom 33 (H): 0.121, atom 34 (H): 0.186, atom 35 (H): 0.184, atom 36 (H): 0.029, atom 37 (H): 0.038, atom 38 (C): -0.212, atom 39 (C): -0.197, atom 40 (C): -0.193, atom 41 (C): 0.105, atom 42 (C): -0.220, atom 43 (C): -0.235, atom 44 (N): 0.510, atom 45 (O): -0.414, atom 46 (O): -0.308, atom 47 (H): 0.197, atom 48 (H): 0.221, atom 49 (H): 0.278, atom 50 (H): 0.237, atom 51 (H): 0.200

---

Computed, not measured: 2 unconnected molecules or ions with the total composition C14H29N2OPS, with wB97M-V/def2-TZVPD.

As for the HOMO energy: -5.503 eV. The LUMO energy comes out at -0.5 eV. The calculation puts the total energy at -40136.5823 eV.

```
! RIJCOSX wB97M-V def2-TZVPD def2/J DEFGRID3
* xyz 0 1
C -5.59 -0.80 1.44
C -5.23 -2.22 0.98
O -4.76 -3.05 2.02
C -3.48 -2.71 2.55
C -2.37 -3.57 1.98
C -2.03 -3.31 0.51
C -0.60 -3.74 0.17
C 0.50 -2.72 0.54
C 0.24 -1.23 0.32
P -0.13 -0.76 -1.27
S 1.04 -1.42 -2.74
H -6.64 -0.57 1.22
H -5.43 -0.70 2.52
H -4.98 -0.04 0.95
H -6.11 -2.73 0.58
H -4.49 -2.18 0.17
H -3.26 -1.65 2.37
H -3.55 -2.84 3.63
H -1.48 -3.40 2.59
H -2.66 -4.62 2.11
H -2.73 -3.85 -0.13
H -2.17 -2.25 0.29
H -0.40 -4.67 0.71
H -0.52 -3.99 -0.89
H 0.77 -2.86 1.60
H 1.39 -2.99 -0.03
H -0.54 -0.84 0.99
H -1.47 -0.90 -1.76
H -0.14 0.66 -1.22
C 3.26 0.61 -0.58
C 2.81 1.67 -1.55
N 3.35 3.02 -1.23
C 3.98 3.40 -0.07
C 4.26 4.72 -0.18
N 3.79 5.13 -1.41
C 3.24 4.08 -2.01
C 3.86 6.49 -1.96
H 2.91 0.79 0.43
H 2.80 -0.32 -0.91
H 4.35 0.49 -0.58
H 1.73 1.75 -1.55
H 3.13 1.43 -2.57
H 4.18 2.70 0.72
H 4.75 5.41 0.49
H 2.79 4.08 -2.99
H 2.86 6.86 -2.16
H 4.45 6.49 -2.87
H 4.33 7.13 -1.22
*
```

Electronic structure analysis, natural (NBO) charges in units of e: atom 1 (C): -0.655, atom 2 (C): -0.065, atom 3 (O): -0.547, atom 4 (C): -0.060, atom 5 (C): -0.423, atom 6 (C): -0.412, atom 7 (C): -0.408, atom 8 (C): -0.423, atom 9 (C): -1.014, atom 10 (P): 0.946, atom 11 (S): -0.779, atom 12 (H): 0.209, atom 13 (H): 0.218, atom 14 (H): 0.206, atom 15 (H): 0.183, atom 16 (H): 0.171, atom 17 (H): 0.162, atom 18 (H): 0.177, atom 19 (H): 0.201, atom 20 (H): 0.203, atom 21 (H): 0.199, atom 22 (H): 0.200, atom 23 (H): 0.187, atom 24 (H): 0.207, atom 25 (H): 0.186, atom 26 (H): 0.212, atom 27 (H): 0.192, atom 28 (H): -0.122, atom 29 (H): -0.118, atom 30 (C): -0.661, atom 31 (C): -0.216, atom 32 (N): -0.259, atom 33 (C): -0.040, atom 34 (C): -0.052, atom 35 (N): -0.290, atom 36 (C): 0.246, atom 37 (C): -0.407, atom 38 (H): 0.225, atom 39 (H): 0.309, atom 40 (H): 0.199, atom 41 (H): 0.242, atom 42 (H): 0.232, atom 43 (H): 0.265, atom 44 (H): 0.242, atom 45 (H): 0.242, atom 46 (H): 0.230, atom 47 (H): 0.229, atom 48 (H): 0.231